Record 1
Below is a molecular structure, C51H54BeP3Si, with properties calculated with the ωB97M-V functional and the def2-TZVPD basis.

Results
Kohn-Sham gap in eV: 8.237
Charge: +1

Structure (XYZ):
```
110
C51H54BeP3Si (the ωB97M-V functional and the def2-TZVPD basis)
Be 0.3667 -0.4477 0.2955
C 4.0281 -1.3747 0.9904
Si 2.6223 -0.2399 0.4921
C 2.7358 1.1754 1.7368
C 3.9694 1.7117 2.1484
C 4.0486 2.6224 3.1906
C 2.8957 3.0160 3.8752
C 1.6796 2.5200 3.4799
C 1.6018 1.6327 2.4024
P -0.0349 1.1350 1.8301
C -0.8206 0.6932 3.4062
C -2.0719 1.1409 3.8286
C -2.5999 0.7388 5.0500
C -1.8726 -0.1081 5.8757
C -0.6116 -0.5405 5.4773
C -0.0921 -0.1458 4.2588
C -0.8017 2.7318 1.4151
C -0.0610 3.9130 1.4238
C -0.6751 5.1334 1.1948
C -2.0365 5.2139 0.9488
C -2.7810 4.0467 0.9039
C -2.1591 2.8260 1.1085
C 3.0855 0.4183 -1.2176
C 4.4406 0.5505 -1.5829
C 4.8131 1.0265 -2.8275
C 3.8377 1.3949 -3.7476
C 2.5006 1.2799 -3.4118
C 2.1180 0.7854 -2.1639
P 0.3647 0.8194 -1.6564
C -0.6749 0.4196 -3.1058
C -1.6491 -0.5573 -2.9899
C -2.4686 -0.9153 -4.0544
C -2.3237 -0.2698 -5.2667
C -1.4079 0.7828 -5.3883
C -0.6122 1.1329 -4.3123
C 0.0483 2.6101 -1.6474
C 1.0769 3.5357 -1.5604
C 0.8132 4.8904 -1.7287
C -0.4799 5.3115 -1.9952
C -1.5218 4.3986 -2.0625
C -1.2540 3.0576 -1.8916
H 4.9378 -0.7640 1.0637
H 4.2286 -2.1588 0.2530
H 3.8811 -1.8272 1.9663
H 4.8998 1.4066 1.6755
H 5.0156 3.0135 3.4999
H 2.9531 3.6966 4.7159
H 0.7853 2.8399 3.9903
H -2.6589 1.8000 3.1969
H -3.5906 1.0876 5.3479
H -2.2850 -0.4465 6.8170
H -0.0285 -1.1855 6.1262
H 0.8906 -0.5049 3.9554
H 1.0062 3.9033 1.5913
H -0.0664 6.0298 1.1859
H -2.5065 6.1743 0.7720
H -3.8398 4.0750 0.6610
H -2.7506 1.9234 1.0457
H 5.2247 0.2683 -0.8887
H 5.8585 1.1116 -3.0827
H 4.1140 1.7586 -4.7298
H 1.7748 1.5627 -4.1561
H -1.7447 -1.0604 -2.0520
H -3.1964 -1.7054 -3.9156
H -2.9251 -0.5392 -6.1227
H -1.3412 1.3441 -6.3095
H 0.0290 1.9999 -4.3978
H 2.0980 3.1959 -1.3900
H 1.6215 5.6073 -1.6519
H -0.6747 6.3720 -2.1234
H -2.5259 4.7490 -2.2220
H -2.0648 2.3354 -1.9657
C -0.3740 -5.2925 0.4603
C 0.1780 -3.9354 0.9688
C 1.6514 -3.8516 0.5474
C 0.1490 -3.9297 2.5047
P -0.6742 -2.4364 0.1939
C -0.4855 -2.9103 -1.5610
C -1.3472 -3.7382 -2.2851
C -1.0690 -4.0507 -3.6136
C 0.0579 -3.5393 -4.2424
C 0.9334 -2.7403 -3.5241
C 0.6565 -2.4221 -2.2068
C -2.4626 -2.2746 0.7587
C -3.4360 -3.4108 0.4101
C -3.0510 -0.9734 0.1985
C -2.4270 -2.1427 2.2992
H 0.2822 -6.0722 0.8762
H -0.3158 -5.3743 -0.6251
H -1.3949 -5.4994 0.7895
H 2.1487 -4.7545 0.9286
H 2.1438 -2.9884 0.9789
H 1.7973 -3.8578 -0.5263
H 0.9062 -4.6313 2.8530
H -0.8193 -4.2576 2.9034
H 0.3755 -2.9418 2.9241
H -2.1965 -4.1780 -1.7897
H -1.7292 -4.7273 -4.1539
H 0.2719 -3.7871 -5.2738
H 1.8358 -2.3449 -3.9857
H 1.3445 -1.7883 -1.6695
H -3.6747 -3.4323 -0.6591
H -4.3738 -3.2292 0.9493
H -3.0845 -4.4024 0.7050
H -3.2959 -1.0571 -0.8558
H -2.3869 -0.1169 0.3289
H -3.9584 -0.7428 0.7410
H -2.3939 -3.1161 2.7831
H -3.3473 -1.6338 2.6269
H -1.5906 -1.5478 2.6647
```

---

Record 2
Below is C23H31NO2 in the gas phase, with properties calculated with the ωB97M-V functional and the def2-TZVPD basis.

Results
Kohn-Sham gap in eV: 9.425
SMILES: CN(C[C@H](O)COC(c1ccccc1)c1ccccc1)C1CCCCC1
Energy above the lowest of the compared OMol25 structures with the same formula, charge and spin in kcal per mole: 22.1

Structure (XYZ):
```
57
C23H31NO2 (the ωB97M-V functional and the def2-TZVPD basis)
C -2.6576 -0.3778 -2.5530
N -2.7078 -0.6748 -1.1358
C -1.4587 -0.3434 -0.4679
H -1.6463 -0.2132 0.5979
C -0.4762 -1.5162 -0.6252
O -1.1185 -2.7240 -0.3040
H -2.0414 -2.6024 -0.5817
C 0.7353 -1.3477 0.2901
O 1.4264 -0.1864 -0.0978
C 2.5869 0.0582 0.6735
C 3.1587 1.4085 0.3022
C 2.8039 2.0337 -0.8838
C 3.3677 3.2504 -1.2262
C 4.2954 3.8482 -0.3913
C 4.6556 3.2254 0.7922
C 4.0902 2.0119 1.1377
H 4.3743 1.5266 2.0606
H 5.3786 3.6875 1.4484
H 4.7369 4.7966 -0.6603
H 3.0830 3.7324 -2.1504
H 2.0765 1.5625 -1.5253
C 3.6662 -0.9817 0.4368
C 3.9785 -1.3531 -0.8644
C 4.9723 -2.2833 -1.1052
C 5.6701 -2.8430 -0.0476
C 5.3648 -2.4738 1.2508
C 4.3635 -1.5493 1.4929
H 4.1209 -1.2710 2.5092
H 5.9036 -2.9109 2.0789
H 6.4488 -3.5675 -0.2352
H 5.2061 -2.5707 -2.1198
H 3.4280 -0.9101 -1.6808
H 2.3187 0.0591 1.7450
H 1.3732 -2.2383 0.2050
H 0.4003 -1.2686 1.3363
H -0.1082 -1.5540 -1.6634
H -0.9948 0.5739 -0.8537
C -3.9244 -0.1935 -0.4857
C -4.2122 -0.9898 0.7911
C -5.5697 -0.5924 1.3646
C -5.6081 0.9037 1.6621
C -5.3072 1.7056 0.3997
C -3.9506 1.3104 -0.1765
H -3.1672 1.5534 0.5439
H -3.7568 1.8794 -1.0884
H -5.3150 2.7741 0.6262
H -6.0859 1.5163 -0.3432
H -6.5893 1.1804 2.0533
H -4.8645 1.1401 2.4267
H -5.7637 -1.1590 2.2776
H -6.3546 -0.8386 0.6456
H -3.4415 -0.7992 1.5394
H -4.1979 -2.0571 0.5620
H -4.7382 -0.4061 -1.1905
H -2.5455 0.6951 -2.7665
H -1.8127 -0.9015 -2.9966
H -3.5697 -0.7353 -3.0294
```

---

Record 3
Below is 5 unconnected molecules or ions with the total composition C3H16O4S, with properties calculated with the ωB97M-V functional and the def2-TZVPD basis.

Results
Kohn-Sham gap in eV: 9.579
SMILES: CCCS.O.O.O.O
Energy above the lowest of the compared OMol25 structures with the same formula, charge and spin in kcal per mole: 0.0

Structure (XYZ):
```
24
C3H16O4S (the ωB97M-V functional and the def2-TZVPD basis)
C -1.7782 -0.6706 2.0823
C -1.3321 -0.0049 0.7945
C -2.4552 0.1077 -0.2091
S -1.9425 0.7676 -1.8219
H -2.1717 -1.6550 1.9406
H -2.5481 -0.1038 2.6047
H -0.9556 -0.8461 2.7832
H -0.9908 1.0025 1.0217
H -0.4838 -0.5347 0.3769
H -3.1893 0.8083 0.1819
H -2.9974 -0.8266 -0.3434
H -1.0712 -0.2284 -2.0583
H 0.6331 -2.4294 -2.3488
H 1.5152 -1.4854 -1.4990
O 0.6017 -1.6400 -1.8007
H 0.1212 1.7578 -1.2318
H 1.6067 1.4159 -1.5083
O 1.0319 1.9428 -0.9369
H 1.7605 1.4004 0.6719
H 2.5826 1.4801 1.9353
O 2.1242 0.8309 1.3850
H 3.9914 -0.6087 -1.0010
H 2.9024 -0.0394 -0.0699
O 3.0449 -0.4409 -0.9488
```

---

Record 4
Below is a gas-phase ion, C5H13ClNO (charge +1), with properties calculated with the ωB97M-V functional and the def2-TZVPD basis.

Results
Kohn-Sham gap in eV: 11.418
SMILES: C[C@@H]([C@H](O)Cl)[NH+](C)C
Energy above the lowest of the compared OMol25 structures with the same formula, charge and spin in kcal per mole: 3.0
Charge: +1

Structure (XYZ):
```
21
C5H13ClNO (the ωB97M-V functional and the def2-TZVPD basis)
C 0.1336 1.5578 -0.5917
C 0.3862 -1.2468 -1.0678
C 1.1822 -0.8870 1.2669
C -0.5390 0.5800 0.3037
C -2.3162 0.3411 -0.2029
N 0.0594 -0.7031 0.2467
O -3.1097 1.3031 0.2360
Cl -2.7114 -1.2954 0.4608
H -0.2001 1.4850 -1.6880
H 1.2733 1.6059 -0.6156
H -0.2238 2.5891 -0.3620
H 1.6116 -1.3587 -1.1139
H 0.1604 -2.2957 -1.1224
H -0.0466 -0.6376 -1.8326
H 0.6818 -0.6972 2.2896
H 1.5251 -1.9443 1.3344
H 2.0512 -0.0953 0.9769
H -0.8002 0.7780 1.4238
H -2.3573 0.4513 -1.3029
H -0.7161 -1.2927 0.5006
H -3.1604 1.1741 1.2188
```

---

Record 5
Below is 2 unconnected molecules or ions with the total composition C10H16O, with properties calculated with the ωB97M-V functional and the def2-TZVPD basis.

Results
Kohn-Sham gap in eV: 9.158
SMILES: Cc1ccc(O)cc1.CCC
Energy above the lowest of the compared OMol25 structures with the same formula, charge and spin in kcal per mole: 33.1

Structure (XYZ):
```
27
C10H16O (the ωB97M-V functional and the def2-TZVPD basis)
C 2.3693 0.2767 1.2565
C 3.0846 -1.0482 1.1451
C 0.9123 0.2327 1.7215
H 2.3913 0.7695 0.2745
H 3.0006 1.0223 1.7667
H 4.0623 -0.9628 0.6691
H 3.3232 -1.5497 2.0888
H 0.3788 -0.4128 1.0394
H 2.4370 -1.7222 0.5769
H 0.5333 1.2462 1.8435
H 0.8545 -0.1450 2.7490
C -1.6073 2.6543 -0.8934
C -2.4184 0.3011 -0.2525
C -1.5920 1.1337 -0.9949
C -2.2885 -1.0850 -0.3194
C -0.6331 0.5285 -1.8688
C -1.1544 -1.6571 -0.8585
C -0.4039 -0.8165 -1.7048
O -0.7597 -2.9588 -0.8100
H -3.2152 0.6008 0.4142
H -2.8940 -1.7003 0.3449
H -0.5736 2.9853 -0.8655
H -2.2243 2.9276 -0.0417
H -0.3532 1.1491 -2.7021
H 0.3572 -1.3358 -2.2816
H -1.5155 -3.4905 -0.4999
H -2.0715 3.0569 -1.7969
```

---

Record 6
Below is 2 unconnected molecules or ions with the total composition CH2BrNO3, with properties calculated with the ωB97M-V functional and the def2-TZVPD basis.

Results
Kohn-Sham gap (spin up / spin down) in eV: 9.060 / 6.039
Energy above the lowest of the compared OMol25 structures with the same formula, charge and spin in kcal per mole: 63.0

Structure (XYZ):
```
8
CH2BrNO3 (the ωB97M-V functional and the def2-TZVPD basis)
C -0.3233 0.7659 0.1142
N -0.6011 2.1717 0.0757
O -0.6966 2.7523 1.1368
O -0.6657 2.6712 -1.0232
O 0.2919 0.1835 -0.9583
Br -3.2883 -0.4727 -0.1542
H -0.2828 0.1871 1.0889
H 0.4189 -0.7036 -0.9431
```

---

Record 7
Below is a molecular structure, C10H10MgNO5SSeTe, with properties calculated with the ωB97M-V functional and the def2-TZVPD basis.

Results
Kohn-Sham gap in eV: 7.349
Energy above the lowest of the compared OMol25 structures with the same formula, charge and spin in kcal per mole: 2.1
Charge: -1

Structure (XYZ):
```
30
C10H10MgNO5SSeTe (the ωB97M-V functional and the def2-TZVPD basis)
Mg 0.8126 0.3821 0.7358
O -1.2905 1.4464 1.1084
C -1.2478 2.6204 0.2910
C -1.0065 2.2045 -1.1349
C -1.7342 2.6694 -2.2142
C -1.4183 2.2012 -3.4820
C -0.3933 1.2844 -3.6246
C 0.2752 0.8609 -2.4850
N -0.0247 1.3075 -1.2707
H -2.0262 0.8799 0.8435
H -0.3900 3.1930 0.6530
H -2.1544 3.2200 0.3843
H -2.5324 3.3842 -2.0606
H -1.9714 2.5459 -4.3471
H -0.1129 0.8909 -4.5919
H 1.0871 0.1451 -2.5369
O 2.5902 0.9800 0.1065
Se 2.5815 2.1959 1.2882
O 4.0081 2.3655 2.0457
O 1.3807 1.4769 2.2604
O 1.9480 3.5647 0.6424
Te -0.4333 -1.8513 -0.1140
C -0.1422 -3.4152 1.2544
C 0.7668 -4.4359 1.1974
C 0.6676 -5.3376 2.3008
C -0.3121 -4.9853 3.1805
S -1.1458 -3.5979 2.6294
H 1.4929 -4.5233 0.4015
H 1.3128 -6.1953 2.4381
H -0.5874 -5.4769 4.1006
```

---

Record 8
Below is C7H9NO2 in the gas phase, with properties calculated with the ωB97M-V functional and the def2-TZVPD basis.

Results
Kohn-Sham gap in eV: 8.664
SMILES: CC1(C)C=CC=C1[N+](=O)[O-]
Energy above the lowest of the compared OMol25 structures with the same formula, charge and spin in kcal per mole: 119.5

Structure (XYZ):
```
19
C7H9NO2 (the ωB97M-V functional and the def2-TZVPD basis)
C -1.2014 1.7090 0.6289
C -0.0095 1.9942 -0.1906
C -1.4344 0.3890 0.8084
C 0.5079 0.8021 -0.5750
C -0.3478 -0.4335 0.1511
C -0.6811 -1.5575 -0.7221
C 0.6410 -1.0628 1.1933
N 1.6935 0.6522 -1.2537
O 2.0412 1.5757 -2.0027
O 2.3277 -0.4014 -1.1254
H -1.8026 2.6223 1.0786
H 0.4535 2.9416 -0.4334
H -2.3273 0.0467 1.3235
H -1.0297 -2.4500 -0.1824
H 0.1034 -1.7582 -1.4765
H -1.4728 -1.4842 -1.4670
H 1.5766 -1.4708 0.6638
H 0.1024 -1.8756 1.7027
H 0.8593 -0.2389 1.8783
```

---

Record 9
Below is a molecular structure, C11H14BN7RuSe, with properties calculated with the ωB97M-V functional and the def2-TZVPD basis.

Results
Kohn-Sham gap (spin up / spin down) in eV: 9.044 / 5.252
Energy above the lowest of the compared OMol25 structures with the same formula, charge and spin in kcal per mole: 0.0
2S+1: 5
Charge: +2
⟨S²⟩: 6.037

Structure (XYZ):
```
35
C11H14BN7RuSe (the ωB97M-V functional and the def2-TZVPD basis)
H 3.3337 -0.8423 1.2327
N 1.3945 -0.8866 0.3192
B -0.7216 -1.5185 -0.9292
N 0.7007 -1.8479 -0.3855
C 1.4092 -2.9802 -0.3424
Ru 0.5835 1.0748 0.5095
H 1.0177 -3.8282 -0.8492
C 2.5938 -2.7738 0.3577
H 3.3863 -3.4582 0.5785
C 2.5746 -1.4192 0.7230
H -1.2488 -2.4393 -1.4655
C 0.0455 3.1380 0.6885
H 0.5190 4.0020 1.2623
H -0.8637 2.8568 1.2924
H -0.4336 3.5665 -0.2024
N -0.5928 -0.3506 -1.9262
N -1.5269 -0.9892 0.2651
N -0.0661 0.8687 -1.4957
N -1.0373 0.0732 1.0259
C -0.9401 -0.2538 -3.2235
C -2.6767 -1.3897 0.8051
H -1.3950 -1.1021 -3.7214
H -3.1694 -2.1720 0.2901
C -0.5935 1.0085 -3.6984
C -2.9597 -0.6432 1.9499
C -0.0241 1.6687 -2.5925
C -1.9179 0.2821 2.0621
H -0.7309 1.4436 -4.6835
H -3.8243 -0.7091 2.6074
H 0.3912 2.6732 -2.5573
H -1.7547 1.0683 2.7867
H 0.9652 2.6661 0.0139
Se 3.6312 1.0820 4.2556
C 2.3826 1.0705 2.9605
N 1.5485 1.0607 2.0870
```

---

Record 10
Below is C4H9NO in the gas phase, with properties calculated with the ωB97M-V functional and the def2-TZVPD basis.

Results
Kohn-Sham gap in eV: 9.954
SMILES: CN(C)CC=O
Energy above the lowest of the compared OMol25 structures with the same formula, charge and spin in kcal per mole: 39.5

Structure (XYZ):
```
15
C4H9NO (the ωB97M-V functional and the def2-TZVPD basis)
C -1.4511 -0.9005 0.1006
N -0.3303 -0.0020 0.2940
C -0.6668 1.3676 -0.0462
C 0.8853 -0.4353 -0.3633
C 2.1074 -0.1423 0.4914
O 3.2370 -0.1159 0.0687
H -1.7799 -0.9763 -0.9528
H -2.2989 -0.5481 0.6973
H -1.1850 -1.9026 0.4537
H -1.5092 1.7072 0.5646
H 0.1829 2.0278 0.1595
H -0.9422 1.4881 -1.1116
H 1.0330 0.0024 -1.3662
H 0.8660 -1.5255 -0.5030
H 1.8724 0.0131 1.5673
```

---

Record 11
Below is 2 unconnected molecules or ions with the total composition C5H11NO, with properties calculated with the ωB97M-V functional and the def2-TZVPD basis.

Results
Kohn-Sham gap in eV: 8.491
SMILES: C=C(N)/C=C/C.O
Energy above the lowest of the compared OMol25 structures with the same formula, charge and spin in kcal per mole: 55.9

Structure (XYZ):
```
18
C5H11NO (the ωB97M-V functional and the def2-TZVPD basis)
N -0.8306 1.4447 -2.0033
C -0.0314 1.0008 -0.9349
C 0.0673 1.7175 0.1965
C 2.0680 -2.2818 -1.0297
C 1.4845 -0.9989 -0.5158
C 0.6742 -0.2438 -1.2550
H -1.0640 0.7089 -2.6393
H -1.5788 2.0959 -1.9069
H -0.1162 2.7848 0.1390
H 0.3334 1.2906 1.1522
H 1.6268 -3.0743 -0.4214
H 1.8218 -2.4984 -2.0737
H 3.1540 -2.2135 -1.0738
H 1.7450 -0.6187 0.4690
H 0.2108 -0.7299 -2.1159
H -2.2666 -0.8055 3.6507
H -2.9675 0.4767 4.0039
O -2.6238 -0.3233 4.4297
```

---

Record 12
Below is 3 unconnected molecules or ions with the total composition C4H7F3O4Si, with properties calculated with the ωB97M-V functional and the def2-TZVPD basis.

Results
Kohn-Sham gap (spin up / spin down) in eV: 7.610 / 7.608

Structure (XYZ):
```
19
C4H7F3O4Si (the ωB97M-V functional and the def2-TZVPD basis)
C -0.0076 -1.5246 -1.4347
C -0.6931 0.8829 1.0773
C -2.7271 0.4539 -0.3653
C -2.1330 0.3295 0.8189
O -0.8495 -2.3187 -1.2828
O 1.2074 -1.3615 -0.8618
O 1.7927 -0.4498 2.3703
O 2.4652 1.1746 -1.2184
F -0.2513 -0.5180 -2.2723
F 3.7840 -1.0559 -0.9225
F -0.2753 1.8308 0.2151
Si 2.3713 -0.2841 -0.5976
H -0.7212 1.3575 2.0892
H -0.0158 0.1248 1.1811
H 2.4569 2.0697 -0.7956
H -3.7124 0.0549 -0.6413
H -2.3151 0.8239 -1.2927
H 2.3562 -1.2863 2.4065
H -2.7322 -0.3035 1.5267
```